1.
Here is C30H45AsBCsF6N7O2S3 as an isolated structure at a distorted geometry from the OMol25 dataset. Energies are from ωB97M-V/def2-TZVPD.

Results
- ΔE to the lowest compared entry with this formula, charge and spin: 41.9 kJ/mol
- Gap between HOMO and LUMO (alpha / beta): 5.852 / 7.651 eV
- LUMO (alpha / beta): -0.796 / -0.814 eV
- Expectation value of S²: 0.7657
- Highest occupied orbital energy (alpha / beta): -0.24431 / -0.31108 Ha
- Total energy: -5778.68956 a.u.

Structure (ORCA input):
```
! wB97M-V def2-TZVPD RIJCOSX def2/J DEFGRID3
* xyz 0 2
Cs -0.49 -0.29 -4.89
C 5.04 0.42 -0.15
C 3.78 -0.20 0.38
C 3.70 -0.64 1.68
C 2.51 -1.26 2.14
N 1.46 -1.38 1.39
N 1.51 -0.94 0.11
B 0.19 -0.93 -0.57
N -0.46 0.49 -0.55
N 0.21 1.25 0.34
C -0.27 2.39 0.74
C -1.50 2.88 0.22
C -2.17 2.15 -0.70
C -3.46 2.63 -1.28
C -1.64 0.86 -1.09
S -2.54 -0.11 -2.13
C 0.52 3.08 1.84
C 0.46 2.18 3.08
C 1.98 3.24 1.41
C -0.05 4.45 2.18
N -0.89 -1.93 -0.04
N -1.71 -1.86 0.98
C -2.67 -2.75 1.01
C -2.81 -3.74 0.00
C -1.95 -3.79 -1.07
C -2.06 -4.72 -2.23
C -0.96 -2.79 -1.05
S 0.27 -2.24 -2.13
C -3.62 -2.64 2.19
C -4.20 -1.21 2.21
C -4.77 -3.64 2.11
C -2.83 -2.89 3.48
C 2.65 -0.38 -0.45
S 2.71 -0.06 -2.12
C 2.44 -1.84 3.54
C 3.37 -3.06 3.57
C 1.02 -2.28 3.88
C 2.91 -0.82 4.58
H 5.78 0.49 0.65
H 4.84 1.40 -0.57
H 5.44 -0.20 -0.95
H 4.55 -0.53 2.34
H -1.89 3.83 0.55
H -3.71 3.61 -0.89
H -4.27 1.93 -1.06
H -3.39 2.67 -2.37
H 0.87 1.20 2.86
H -0.57 2.05 3.43
H 1.03 2.62 3.90
H 2.42 2.27 1.16
H 2.56 3.68 2.22
H 2.07 3.88 0.53
H -1.07 4.40 2.56
H -0.04 5.12 1.31
H 0.56 4.92 2.95
H -3.63 -4.43 0.07
H -2.86 -5.45 -2.08
H -1.12 -5.25 -2.38
H -2.27 -4.15 -3.14
H -4.76 -1.00 1.30
H -3.40 -0.48 2.30
H -4.87 -1.10 3.07
H -5.38 -3.49 1.22
H -5.42 -3.51 2.97
H -4.42 -4.67 2.13
H -2.01 -2.18 3.58
H -2.40 -3.90 3.48
H -3.48 -2.80 4.35
H 3.06 -3.81 2.85
H 3.36 -3.52 4.56
H 4.40 -2.78 3.34
H 0.65 -3.02 3.18
H 0.34 -1.43 3.85
H 0.99 -2.70 4.89
H 3.94 -0.51 4.43
H 2.84 -1.27 5.58
H 2.28 0.07 4.58
N -0.38 2.74 -4.15
C 0.09 3.72 -3.19
C 1.61 3.73 -3.05
C 2.30 2.61 -2.30
O 3.26 2.81 -1.59
O 1.78 1.40 -2.52
H 0.08 2.86 -5.05
H -1.37 2.85 -4.33
H -0.36 3.50 -2.22
H -0.21 4.74 -3.45
H 1.92 4.65 -2.56
H 2.07 3.75 -4.05
F 1.14 0.67 -6.67
As 0.36 0.16 -8.17
F -1.09 1.04 -7.67
F 0.97 1.56 -8.97
F -0.43 -0.40 -9.60
F 1.79 -0.75 -8.56
F -0.26 -1.22 -7.27
*
```

Mulliken population analysis, charges in e, atoms 1 to 6: 1.24, -1.71, 0.52, -0.51, 0.22, -0.38

=====

2.
Here is a 2-piece molecular cluster, C30H45Br2F6N4O4P overall at a distorted geometry from the OMol25 dataset. Energies are from ωB97M-V/def2-TZVPD.

Results
- Gap between HOMO and LUMO: 2.472 eV
- LUMO: 3.075 eV
- Highest occupied orbital energy: 0.02216 Ha
- Total energy: -7777.79452 a.u.

Structure (ORCA input):
```
! wB97M-V def2-TZVPD RIJCOSX def2/J DEFGRID3
* xyz -2 1
C 2.18 -2.75 0.80
N 1.39 -1.87 1.78
C -0.03 -2.41 1.97
C -1.17 -1.47 1.20
N -0.64 -0.26 0.48
C -1.71 0.51 -0.23
C -1.23 1.86 -1.08
C 0.38 2.25 -1.02
C 0.55 3.26 0.29
C 1.78 4.33 0.11
C 2.86 4.06 1.36
C 3.79 2.79 0.88
C 4.60 2.14 2.14
C 4.76 0.50 1.85
C 5.97 0.36 0.73
C 5.75 -0.88 -0.33
C 5.41 -0.40 -1.87
C 3.77 -0.54 -2.12
C 3.34 0.19 -3.53
O 3.00 1.63 -3.39
C 2.05 1.94 -4.48
C -2.29 2.81 -1.91
C -1.93 4.18 -2.74
F -0.68 4.12 -3.54
F -2.00 5.40 -1.86
F -3.05 4.37 -3.73
C -3.90 2.38 -1.88
C -4.34 1.05 -1.03
P -6.22 0.59 -0.95
N -7.13 2.13 -1.26
O -6.61 -0.62 -2.17
C -3.27 0.07 -0.19
N -3.87 -1.09 0.55
C -2.76 -1.83 1.23
C -3.23 -3.18 2.09
C -4.18 -2.81 3.39
C -3.64 -1.56 4.30
F -2.17 -1.42 4.37
Br -4.33 0.24 3.64
C -4.16 -1.69 5.88
F -3.36 -0.77 6.78
F -3.91 -3.07 6.44
Br -6.09 -1.14 6.04
H 3.32 -2.65 1.14
H 2.05 -2.31 -0.29
H 1.93 -3.89 0.88
H 1.87 -2.06 2.71
H -0.13 -3.49 1.48
H -0.24 -2.55 3.12
H 0.80 2.70 -2.02
H 1.08 1.31 -0.77
H -0.49 3.80 0.50
H 0.80 2.54 1.21
H 1.35 5.42 0.33
H 2.32 4.28 -0.94
H 3.47 5.03 1.63
H 2.22 3.78 2.31
H 4.46 3.18 0.00
H 3.10 1.92 0.44
H 4.12 2.36 3.19
H 5.70 2.61 2.12
H 5.05 0.03 2.90
H 3.74 0.01 1.51
H 6.96 0.16 1.33
H 6.07 1.35 0.08
H 6.65 -1.63 -0.26
H 4.80 -1.48 0.04
H 5.91 -1.16 -2.61
H 5.78 0.70 -2.05
H 3.17 -0.16 -1.19
H 3.56 -1.70 -2.24
H 2.36 -0.33 -3.95
H 4.23 0.12 -4.29
H 2.13 3.11 -4.69
H 0.94 1.69 -4.19
H 2.38 1.42 -5.49
H -4.75 2.99 -2.41
H -8.12 1.91 -0.96
H -6.79 2.82 -0.56
H -6.07 -0.42 -3.01
H -3.94 -3.78 1.34
H -2.35 -3.91 2.33
H -4.45 -3.76 4.04
H -5.22 -2.46 2.93
O -2.21 -5.38 -0.23
C -2.24 -4.89 -1.48
C -3.61 -5.34 -2.18
O -3.63 -4.86 -3.43
H -1.43 -5.22 -2.16
H -2.19 -3.80 -1.59
H -4.41 -5.00 -1.50
H -3.66 -6.43 -2.06
*
```

Mulliken population analysis, charges in e, atoms 1 to 6: -0.50, -0.22, -0.64, 0.11, -0.04, -0.33

=====

The highest total energy belongs to which entry? C30H45AsBCsF6N7O2S3

=====

Repeat the first record exactly.
Here is C30H45AsBCsF6N7O2S3 as an isolated structure at a distorted geometry from the OMol25 dataset. Energies are from ωB97M-V/def2-TZVPD.

Results
- ΔE to the lowest compared entry with this formula, charge and spin: 41.9 kJ/mol
- Gap between HOMO and LUMO (alpha / beta): 5.852 / 7.651 eV
- LUMO (alpha / beta): -0.796 / -0.814 eV
- Expectation value of S²: 0.7657
- Highest occupied orbital energy (alpha / beta): -0.24431 / -0.31108 Ha
- Total energy: -5778.68956 a.u.

Structure (ORCA input):
```
! wB97M-V def2-TZVPD RIJCOSX def2/J DEFGRID3
* xyz 0 2
Cs -0.49 -0.29 -4.89
C 5.04 0.42 -0.15
C 3.78 -0.20 0.38
C 3.70 -0.64 1.68
C 2.51 -1.26 2.14
N 1.46 -1.38 1.39
N 1.51 -0.94 0.11
B 0.19 -0.93 -0.57
N -0.46 0.49 -0.55
N 0.21 1.25 0.34
C -0.27 2.39 0.74
C -1.50 2.88 0.22
C -2.17 2.15 -0.70
C -3.46 2.63 -1.28
C -1.64 0.86 -1.09
S -2.54 -0.11 -2.13
C 0.52 3.08 1.84
C 0.46 2.18 3.08
C 1.98 3.24 1.41
C -0.05 4.45 2.18
N -0.89 -1.93 -0.04
N -1.71 -1.86 0.98
C -2.67 -2.75 1.01
C -2.81 -3.74 0.00
C -1.95 -3.79 -1.07
C -2.06 -4.72 -2.23
C -0.96 -2.79 -1.05
S 0.27 -2.24 -2.13
C -3.62 -2.64 2.19
C -4.20 -1.21 2.21
C -4.77 -3.64 2.11
C -2.83 -2.89 3.48
C 2.65 -0.38 -0.45
S 2.71 -0.06 -2.12
C 2.44 -1.84 3.54
C 3.37 -3.06 3.57
C 1.02 -2.28 3.88
C 2.91 -0.82 4.58
H 5.78 0.49 0.65
H 4.84 1.40 -0.57
H 5.44 -0.20 -0.95
H 4.55 -0.53 2.34
H -1.89 3.83 0.55
H -3.71 3.61 -0.89
H -4.27 1.93 -1.06
H -3.39 2.67 -2.37
H 0.87 1.20 2.86
H -0.57 2.05 3.43
H 1.03 2.62 3.90
H 2.42 2.27 1.16
H 2.56 3.68 2.22
H 2.07 3.88 0.53
H -1.07 4.40 2.56
H -0.04 5.12 1.31
H 0.56 4.92 2.95
H -3.63 -4.43 0.07
H -2.86 -5.45 -2.08
H -1.12 -5.25 -2.38
H -2.27 -4.15 -3.14
H -4.76 -1.00 1.30
H -3.40 -0.48 2.30
H -4.87 -1.10 3.07
H -5.38 -3.49 1.22
H -5.42 -3.51 2.97
H -4.42 -4.67 2.13
H -2.01 -2.18 3.58
H -2.40 -3.90 3.48
H -3.48 -2.80 4.35
H 3.06 -3.81 2.85
H 3.36 -3.52 4.56
H 4.40 -2.78 3.34
H 0.65 -3.02 3.18
H 0.34 -1.43 3.85
H 0.99 -2.70 4.89
H 3.94 -0.51 4.43
H 2.84 -1.27 5.58
H 2.28 0.07 4.58
N -0.38 2.74 -4.15
C 0.09 3.72 -3.19
C 1.61 3.73 -3.05
C 2.30 2.61 -2.30
O 3.26 2.81 -1.59
O 1.78 1.40 -2.52
H 0.08 2.86 -5.05
H -1.37 2.85 -4.33
H -0.36 3.50 -2.22
H -0.21 4.74 -3.45
H 1.92 4.65 -2.56
H 2.07 3.75 -4.05
F 1.14 0.67 -6.67
As 0.36 0.16 -8.17
F -1.09 1.04 -7.67
F 0.97 1.56 -8.97
F -0.43 -0.40 -9.60
F 1.79 -0.75 -8.56
F -0.26 -1.22 -7.27
*
```

Mulliken population analysis, charges in e, atoms 1 to 6: 1.24, -1.71, 0.52, -0.51, 0.22, -0.38

=====

The highest total energy belongs to which entry? C30H45AsBCsF6N7O2S3

=====

total energy of number 1 (C30H45AsBCsF6N7O2S3)? -5778.68956 a.u.